Molecular formula: C2H2CrF6KO8S2V
Method: DFT, ωB97M-V/def2-TZVPD

Calculated values
electronic energy = -126896.6295 eV
HOMO level (spin up / spin down) = -6.286 / -10.360 eV
LUMO energy (spin up / spin down) = -1.1548 / -1.2214 eV
spin multiplicity = 9
expectation value of S² = 20.009

Last column: Löwdin charge in e.
Geometry (Å):
Cr  0.9583  -3.0202  -0.2127  0.5642
V  1.8776  0.1225  0.0668  1.0074
K  1.3386  -1.7375  3.8459  0.8891
O  0.7123  -1.3146  1.0792  -0.5347
H  -0.1402  -0.9223  1.3511  -0.0217
O  2.3820  -1.7146  -1.0144  -0.4887
H  2.5454  -1.3346  -1.8995  -0.0185
C  -1.4867  1.7429  2.2708  -0.6793
F  -1.9768  2.6060  1.3761  0.1521
F  -2.1065  2.0129  3.3729  0.1669
F  -1.7175  0.5075  2.0537  0.1896
S  0.5127  2.0671  2.5792  0.6123
O  0.6062  3.4534  3.0618  -0.2945
O  0.8958  1.0199  3.5467  -0.4393
O  1.1982  1.7295  1.2907  -0.4398
C  -0.5726  -0.6121  -3.7631  -0.5844
F  -1.5797  -1.1500  -4.5085  0.1143
F  0.5306  -1.2568  -4.1061  0.1340
F  -0.4821  0.6896  -4.1465  0.1118
S  -0.8471  -0.7104  -1.8396  0.6314
O  -2.2232  -0.3146  -1.7992  -0.2632
O  -0.5690  -2.1134  -1.3697  -0.4117
O  0.1434  0.2497  -1.2356  -0.3974

Cartesian forces, eV/Å:
0.12 0.33 0.59
-2.04 -1.86 -0.26
-0.18 0.47 -0.53
0.27 0.45 1.03
0.59 -0.38 -0.46
0.87 2.01 -0.27
-0.11 -0.83 0.45
2.63 3.08 0.49
0.46 -0.90 -0.65
-0.56 0.79 2.32
-0.20 -2.59 -1.80
-0.42 0.18 0.59
-0.17 -2.48 -1.30
-0.67 0.36 -0.18
-0.51 0.89 0.24
-0.61 0.32 -0.30
0.69 0.38 1.32
0.49 0.06 0.04
0.12 -1.05 0.62
0.65 -0.97 0.47
0.44 0.11 0.43
-1.00 2.30 -1.79
-0.86 -0.68 -1.06